1.
{
  "formula": "C33H66O33",
  "method": "ωB97M-V/def2-TZVPD",
  "total_energy_ev": -102850.3009,
  "max_force_ev_per_a": 7.9,
  "de_lowest_kcal_mol": 204.5,
  "e_lumo_ev": 0.555,
  "charge": 0,
  "species": ["C", "O", "C", "O", "O", "C", "H", "H", "H", "H", "H", "H", "C", "O", "C", "O", "O", "C", "H", "H", "H", "H", "H", "H", "C", "O", "C", "O", "O", "C", "H", "H", "H", "H", "H", "H", "C", "O", "C", "O", "O", "C", "H", "H", "H", "H", "H", "H", "C", "O", "C", "O", "O", "C", "H", "H", "H", "H", "H", "H", "C", "O", "C", "O", "O", "C", "H", "H", "H", "H", "H", "H", "C", "O", "C", "O", "O", "C", "H", "H", "H", "H", "H", "H", "C", "O", "C", "O", "O", "C", "H", "H", "H", "H", "H", "H", "C", "O", "C", "O", "O", "C", "H", "H", "H", "H", "H", "H", "C", "O", "C", "O", "O", "C", "H", "H", "H", "H", "H", "H", "C", "O", "C", "O", "O", "C", "H", "H", "H", "H", "H", "H"],
  "coordinates": [[-5.27034, 2.90407, -1.83538], [-5.10796, 1.52770, -2.20902], [-3.99173, 1.15313, -2.84267], [-3.03207, 1.84666, -3.07389], [-4.10754, -0.14542, -3.15875], [-2.91422, -0.87727, -3.34991], [-6.29508, 3.18589, -2.05897], [-4.65537, 3.55677, -2.45242], [-4.98040, 2.97851, -0.80142], [-2.63723, -1.46312, -2.47505], [-2.07302, -0.31438, -3.73079], [-3.16749, -1.66954, -4.05982], [-1.77303, -6.30966, -5.48892], [-1.70078, -4.90708, -5.19247], [-0.87582, -4.55436, -4.20647], [-0.07921, -5.27469, -3.67015], [-0.98027, -3.23663, -4.04155], [-0.18791, -2.58922, -3.03968], [-2.26967, -6.81987, -4.67098], [-0.75795, -6.70053, -5.56622], [-2.23635, -6.32372, -6.46440], [-0.62338, -2.64696, -2.04512], [-0.10585, -1.54067, -3.30270], [0.80680, -3.04175, -3.07935], [0.84999, -1.83783, 0.45353], [0.65360, -0.46104, 0.76535], [0.05920, 0.23748, -0.16251], [-0.26786, -0.15814, -1.23400], [-0.23678, 1.40521, 0.32372], [-1.11899, 2.17837, -0.52547], [1.55043, -2.24090, 1.17400], [1.20017, -1.92492, -0.56752], [-0.06327, -2.39927, 0.67338], [-1.08628, 3.21883, -0.22617], [-2.11163, 1.73814, -0.46898], [-0.78258, 2.16543, -1.56479], [-5.07234, 6.87819, -0.36266], [-5.04200, 5.98833, 0.70132], [-4.19755, 5.01488, 0.62311], [-3.52409, 4.80641, -0.29925], [-4.27462, 4.35506, 1.68674], [-3.33888, 3.30823, 1.90205], [-5.53190, 7.81386, -0.07448], [-5.59580, 6.47683, -1.23564], [-4.07560, 7.08498, -0.76176], [-2.34582, 3.61097, 1.59433], [-3.56017, 2.31820, 1.49930], [-3.31705, 3.15638, 2.97797], [-0.01387, 1.87712, -4.28666], [0.12439, 0.86395, -5.26542], [1.34377, 0.42032, -5.44348], [2.34371, 0.94782, -5.06861], [1.26164, -0.76207, -6.11235], [2.40410, -1.57179, -6.05962], [0.79058, 2.59253, -4.43579], [0.00032, 1.44697, -3.28502], [-0.96800, 2.39176, -4.36211], [3.34386, -1.02125, -5.98867], [2.55695, -2.14621, -6.97617], [2.44768, -2.30581, -5.24883], [2.48446, 5.37480, 4.03842], [1.13909, 4.80006, 4.02160], [0.27198, 5.00856, 3.03782], [-0.86155, 4.62509, 3.06634], [0.80591, 5.73492, 2.05787], [-0.05512, 6.58741, 1.34780], [2.98717, 5.00573, 3.14162], [2.96641, 4.95359, 4.91434], [2.48195, 6.46094, 4.09967], [-0.76803, 6.04525, 0.72124], [0.51569, 7.25816, 0.71322], [-0.64017, 7.21566, 2.02647], [-0.32969, -1.47797, 3.79772], [1.04364, -1.75784, 3.56461], [1.84942, -1.90761, 4.56529], [1.56141, -1.78563, 5.71426], [3.04833, -2.23139, 4.13420], [4.04043, -2.50857, 5.05743], [-0.89579, -2.28931, 4.25866], [-0.74790, -1.29838, 2.81275], [-0.49164, -0.59586, 4.41423], [3.92772, -1.93123, 5.97109], [4.99451, -2.36628, 4.56385], [4.02410, -3.55325, 5.38264], [4.32356, -0.15236, 1.93316], [5.01765, -1.40802, 1.93423], [4.79259, -2.30907, 0.99813], [4.00703, -2.22764, 0.07047], [5.64152, -3.32726, 1.18857], [5.79610, -4.38292, 0.27325], [3.23895, -0.28017, 1.92543], [4.56083, 0.44748, 1.04935], [4.68557, 0.36525, 2.81300], [6.83512, -4.40405, -0.03465], [5.19192, -4.24847, -0.63083], [5.44541, -5.34685, 0.63715], [-2.14531, -5.98535, 2.10144], [-0.93746, -5.89750, 1.32408], [0.10875, -5.30780, 1.89693], [0.10861, -4.82470, 2.99403], [1.14702, -5.42404, 1.08649], [2.43338, -5.07142, 1.56981], [-2.79979, -6.75786, 1.72565], [-2.56566, -4.97879, 2.11725], [-1.90409, -6.25092, 3.13386], [2.83131, -5.89032, 2.16627], [2.43402, -4.14704, 2.15026], [3.06667, -4.87282, 0.71166], [3.19529, 0.24956, -1.94582], [2.58064, 1.51691, -2.09659], [2.77496, 2.46587, -1.23109], [3.56031, 2.49180, -0.34414], [1.89330, 3.42109, -1.45643], [1.85648, 4.51720, -0.57330], [2.84301, -0.33561, -1.09821], [4.28729, 0.26627, -1.93617], [2.93207, -0.26930, -2.86610], [1.76622, 4.13049, 0.45216], [0.96865, 5.08159, -0.83193], [2.72716, 5.17229, -0.48556], [-4.10018, 0.14897, 4.21220], [-3.74755, -0.65644, 3.09660], [-2.68354, -0.34385, 2.41208], [-2.03262, 0.63494, 2.54204], [-2.37794, -1.39157, 1.69031], [-1.18430, -1.32436, 0.87908], [-4.27621, 1.18496, 3.89884], [-3.27865, 0.14954, 4.92578], [-5.05312, -0.17475, 4.60946], [-0.99634, -0.29158, 0.56720], [-1.35791, -1.88674, -0.02714], [-0.35248, -1.64636, 1.50591]],
  "forces_ev_per_angstrom": [[0.4, -0.1, -0.9], [-0.1, -0.3, -0.5], [0.2, 0.0, 0.2], [-0.3, 0.0, 0.1], [-0.3, 0.7, 0.6], [0.0, -1.5, -0.8], [-0.2, -0.3, 0.4], [0.3, -0.1, 0.2], [-0.2, 0.3, 0.2], [0.0, 0.6, 0.5], [0.0, 0.4, 0.1], [0.1, 0.3, -0.2], [1.0, 0.6, 0.1], [-0.4, 0.2, 0.3], [0.8, 0.3, -0.6], [-0.1, -0.2, 0.5], [-0.8, 0.4, 0.1], [0.8, -0.4, -0.5], [-0.4, -0.2, -0.2], [-0.1, -0.1, 0.0], [-0.5, -0.4, 0.1], [-0.1, -0.3, -0.1], [-0.2, 0.0, -0.2], [-0.1, 0.1, 0.4], [4.1, -2.1, -1.9], [6.4, 0.6, 0.3], [2.0, 1.9, -1.7], [0.4, -0.4, -2.5], [0.2, 2.0, 0.1], [0.4, 0.0, -0.7], [0.6, 0.4, -0.1], [0.3, -0.2, 0.0], [3.4, -1.6, -2.3], [-0.1, -0.1, 0.5], [-0.1, 0.2, 0.0], [-0.1, -0.3, 0.3], [0.4, 0.7, -1.9], [-2.0, 2.0, 0.9], [-1.2, 1.1, 0.2], [3.4, -1.0, -3.9], [-0.5, -2.6, 3.5], [0.8, -0.6, 0.9], [-0.2, -0.1, 0.4], [-0.3, -0.1, 0.2], [0.1, 0.0, 0.4], [0.0, 0.0, -0.1], [-0.6, 0.4, -0.6], [0.1, 0.2, 0.0], [0.2, 1.1, 0.5], [-1.3, -0.4, -0.3], [-0.1, -0.9, -0.3], [0.9, 0.1, 0.2], [-0.2, 0.3, 0.3], [2.0, -0.7, -0.5], [0.0, 0.1, 0.4], [0.4, -0.1, -0.1], [-0.1, -0.3, -0.6], [-0.3, 0.5, 0.2], [-0.8, 0.1, -0.1], [-0.7, 0.3, 0.2], [-0.6, -0.8, -0.7], [0.4, -0.1, 0.7], [0.0, 0.4, 0.4], [0.0, 0.0, 0.1], [1.1, 0.5, -0.1], [-1.3, 0.5, -0.5], [0.2, 0.4, 0.1], [-0.1, 0.0, 0.1], [-0.2, 0.0, -0.1], [0.1, -0.2, 0.1], [0.4, -0.2, 0.1], [0.1, -0.2, 0.1], [-0.7, 0.3, 0.5], [-0.6, 0.0, -1.7], [0.1, -0.3, 1.2], [-0.5, 0.2, 1.4], [0.0, 0.0, -2.0], [1.0, -0.8, 1.3], [0.5, -0.4, 0.0], [0.5, 0.0, 1.4], [0.4, 0.1, 0.0], [0.1, 0.4, -0.1], [0.1, 0.3, 0.0], [-0.3, -0.1, -0.2], [-0.3, 0.1, -0.8], [0.3, -0.3, 0.3], [-0.4, 0.0, -1.5], [0.4, 0.0, 0.8], [0.1, 0.3, 1.2], [-0.8, -0.1, -1.6], [0.1, -0.2, 0.3], [0.2, -0.2, 0.0], [-0.2, 0.0, 0.1], [0.2, -0.2, 0.2], [0.1, 0.5, 0.1], [0.3, 0.1, 0.7], [0.8, 0.8, 1.0], [-0.3, -0.6, -0.6], [-0.2, -0.7, 0.4], [0.1, 0.5, 0.5], [0.0, 0.0, -0.8], [0.3, 0.5, 0.3], [0.1, 0.1, -0.6], [-0.5, -0.3, 0.0], [0.1, 0.1, -0.1], [0.1, 0.0, 0.1], [-0.3, -0.1, 0.2], [-0.1, -0.3, -0.2], [0.5, -0.8, -0.6], [-0.6, -0.6, -0.9], [-0.5, 0.2, 0.2], [1.6, -0.2, 1.5], [-0.5, 0.7, -1.3], [-0.1, -0.2, 1.8], [-0.1, 0.4, 0.2], [-0.1, 0.5, 0.3], [-0.1, 0.0, 0.1], [-0.3, 0.1, -0.3], [0.0, 0.1, -0.1], [0.2, -0.2, -0.9], [0.2, 1.3, -0.4], [-2.0, -0.7, 0.7], [0.0, -1.1, 0.5], [0.9, 2.2, -0.1], [-0.9, -0.9, -1.6], [-7.3, 1.6, 2.6], [0.3, -0.1, 0.0], [-0.2, -0.1, 0.2], [0.2, -0.6, 0.1], [-4.8, -2.3, 2.3], [-0.7, -0.4, 0.3], [-3.9, 0.8, 1.4]],
  "mulliken_charge": [-0.617, -0.388, 0.730, -0.505, -0.433, -0.332, 0.366, 0.356, 0.087, 0.145, 0.240, 0.312, -0.695, -0.332, 0.676, -0.552, -0.221, -0.899, 0.283, 0.321, 0.251, 0.447, -0.092, 0.587, 0.255, -0.242, 0.576, 0.641, 0.162, 0.462, -1.189, 0.494, 0.145, -0.215, 0.155, -0.779, -0.695, -0.439, 0.896, -0.442, -0.452, 0.057, 0.276, 0.265, 0.279, -0.241, 0.287, 0.295, -0.395, -0.440, 0.937, -0.560, -0.363, -0.700, 0.520, -0.210, 0.229, 0.337, 0.303, 0.220, -0.597, -0.349, 0.824, -0.482, -0.287, -0.714, 0.244, 0.275, 0.257, 0.144, 0.326, 0.363, -0.813, -0.011, 0.667, -0.621, -0.036, -0.962, 0.314, 1.217, 0.471, 0.393, 0.247, 0.293, -0.426, -0.351, 0.809, -0.442, -0.376, -0.772, -0.052, 0.379, 0.305, 0.309, 0.318, 0.300, -0.644, -0.367, 0.924, -0.595, -0.376, -0.050, 0.246, 0.245, 0.303, 0.462, -0.230, 0.061, 0.307, -0.003, 0.593, -0.638, -0.337, -0.696, -0.391, 0.421, -0.183, 0.192, 0.289, 0.412, -0.511, -0.480, 0.939, -0.325, -0.549, 0.625, 0.124, 0.277, 0.264, 0.117, -1.039, -0.717]
}

2.
{
  "formula": "C5H6PS",
  "method": "ωB97M-V/def2-TZVPD",
  "total_energy_ev": -25403.0834,
  "max_force_ev_per_a": 3.3,
  "de_lowest_kcal_mol": 3.9,
  "e_lumo_ev": [3.712, 3.192],
  "charge": -1,
  "multiplicity": 3,
  "species": ["C", "C", "C", "C", "C", "P", "S", "H", "H", "H", "H", "H", "H"],
  "coordinates": [[-0.13529, 0.38432, -0.77754], [0.08438, 1.65824, -0.57406], [0.29822, -0.28714, 1.45920], [0.01018, -0.65865, 0.22233], [-0.26568, -2.02839, -0.23441], [0.76262, 2.37348, 1.01152], [-0.30212, 4.01212, 1.13705], [-0.28534, 0.01328, -1.75415], [0.02030, 2.37609, -1.36580], [0.60756, -0.83487, 2.24836], [0.61245, -2.27311, -0.75619], [-0.90174, -1.83936, -1.08352], [-0.50554, -2.89601, 0.46720]],
  "forces_ev_per_angstrom": [[0.4, -1.6, -0.2], [1.4, 2.2, 1.7], [0.0, 0.5, -2.3], [-0.4, 1.7, 2.0], [-0.3, -1.1, 0.1], [-0.6, -1.6, -0.9], [-0.4, 1.6, 0.1], [-0.6, -0.2, -1.3], [-0.4, 0.3, -0.4], [0.6, -1.5, 2.8], [1.6, -1.0, -0.6], [-1.2, -0.9, -0.1], [0.0, 1.6, -0.8]],
  "lowdin_spin": [0.103, 0.028, 0.737, 0.090, 0.029, 0.514, 0.423, 0.007, 0.003, 0.063, -0.001, 0.002, 0.000]
}

3.
{
  "formula": "C4H3NS2",
  "method": "ωB97M-V/def2-TZVPD",
  "total_energy_ev": -27352.8713,
  "max_force_ev_per_a": 2.8,
  "de_lowest_kcal_mol": 6.0,
  "e_lumo_ev": [-0.224, -1.671],
  "charge": 0,
  "multiplicity": 3,
  "species": ["C", "C", "C", "C", "N", "S", "S", "H", "H", "H"],
  "coordinates": [[1.01370, 0.11228, -0.04831], [0.44194, -1.17596, 0.16216], [0.34043, 1.28535, -0.29413], [-0.72754, -1.75900, 0.00133], [-0.97485, 1.26204, -0.08823], [-2.13452, -2.46129, 0.09517], [-1.90057, 2.49289, -0.19941], [2.12518, -0.11371, -0.15237], [1.04323, -1.92059, 0.79030], [0.77299, 2.27798, -0.26650]],
  "forces_ev_per_angstrom": [[2.4, -1.0, -1.1], [0.0, -1.8, 1.5], [0.6, -1.0, 1.6], [-1.6, 0.2, 0.5], [-0.1, 0.1, -0.6], [1.2, 0.4, -0.4], [-1.4, 0.7, 0.1], [-1.3, 1.6, 0.3], [-0.3, 1.0, -1.1], [0.6, -0.2, -0.6]],
  "lowdin_spin": [0.233, 0.009, -0.015, 0.098, 0.616, 0.094, 0.948, 0.010, 0.000, 0.008]
}

4.
{
  "formula": "C7H10",
  "method": "ωB97M-V/def2-TZVPD",
  "total_energy_ev": -7415.4867,
  "max_force_ev_per_a": 0.5,
  "de_lowest_kcal_mol": 127.9,
  "e_lumo_ev": 0.880,
  "charge": 0,
  "species": ["C", "C", "C", "C", "C", "C", "C", "H", "H", "H", "H", "H", "H", "H", "H", "H", "H"],
  "coordinates": [[2.03480, 0.45506, -0.04728], [1.00404, -0.53058, 0.48901], [-0.40929, 0.01579, 0.59414], [-1.38747, -0.34392, -0.86964], [-1.50525, -0.98441, 0.47908], [-0.58022, 1.43321, 1.04667], [-0.90443, 1.44393, -0.22126], [1.81732, 0.73844, -1.08440], [3.03368, 0.00844, -0.02419], [2.03796, 1.36864, 0.55386], [1.01274, -1.45829, -0.10041], [1.24702, -0.80672, 1.52164], [-2.27663, 0.09185, -1.30550], [-0.73806, -0.84308, -1.58828], [-1.20236, -2.02718, 0.57077], [-2.41517, -0.75143, 1.02810], [-0.89996, 2.03131, -1.13507]],
  "forces_ev_per_angstrom": [[0.0, 0.0, 0.0], [0.0, 0.0, 0.0], [0.2, -0.4, 0.1], [-0.1, -0.1, -0.3], [0.0, 0.1, 0.1], [-0.1, 0.1, -0.4], [0.1, 0.3, 0.0], [0.0, -0.1, 0.2], [-0.1, 0.1, 0.0], [0.0, -0.1, -0.1], [-0.1, 0.2, 0.1], [0.1, 0.0, -0.1], [0.1, -0.1, 0.0], [-0.1, 0.2, 0.2], [0.0, 0.2, -0.1], [0.1, 0.0, -0.1], [0.0, -0.2, 0.3]],
  "mulliken_charge": [-1.315, -0.598, 1.200, -0.737, -0.677, -1.373, 0.129, 0.305, 0.415, 0.342, 0.373, 0.296, 0.379, 0.289, 0.271, 0.302, 0.399]
}